C32H40IrO4P3S2Te as an isolated structure in a non-equilibrium geometry, computed with ωB97M-V/def2-TZVPD.

charge: +2
energy above the lowest of the compared OMol25 structures with the same formula, charge and spin: 12.05 kcal/mol
2S+1: 1
HOMO-LUMO gap (alpha / beta): 0.186 / 0.190 Eh
electronic energy: -3736.6410 hartree
HOMO (alpha / beta): -12.9789 / -12.9783 eV

Last column: Mulliken charge in e.
Geometry (Å):
Ir1 -1.2219 0.0909 1.1662  1.635
C1 -0.4047 -2.7198 3.4205  -0.969
Te1 -1.1924 -2.5585 1.4670  0.436
C2 -3.1682 -3.0773 2.0309  -1.032
H1 -0.5647 -3.7476 3.7326  0.559
H2 -0.9293 -2.0183 4.0592  0.256
H3 0.6550 -2.4913 3.3766  0.242
H4 -3.4536 -2.5174 2.9200  0.393
H5 -3.1591 -4.1445 2.2282  0.415
H6 -3.8383 -2.8529 1.2051  0.273
C3 -6.5299 0.0919 -0.4047  -0.758
O1 -5.3473 -0.1568 0.4134  -0.238
C4 -4.5258 0.8094 0.6750  0.477
S1 -4.4879 2.3545 0.2038  -0.170
S2 -3.3795 0.3082 1.9311  -0.284
H7 -7.3770 -0.1806 0.2217  0.256
H8 -6.4395 -0.5687 -1.2618  0.260
H9 -6.5722 1.1389 -0.7084  0.413
C5 -0.1810 0.6849 5.3765  -0.831
O2 -0.6999 0.3712 4.0478  -0.213
P1 -0.0931 1.0451 2.7470  0.733
O3 1.4647 0.8736 2.8710  -0.541
C6 2.4412 0.6064 1.8516  -0.024
O4 -0.2811 2.6158 2.8354  -0.148
C7 -1.5278 3.3230 2.9541  -0.660
H10 -0.1952 1.7657 5.5178  0.351
H11 0.8304 0.2938 5.4577  0.288
H12 -0.8500 0.1971 6.0804  0.260
H13 3.3090 0.2024 2.3712  0.458
H14 2.6872 1.5444 1.3689  0.219
H15 2.0534 -0.1305 1.1493  -0.320
H16 -1.2982 4.3570 2.7173  0.266
H17 -1.8799 3.2324 3.9798  0.278
H18 -2.2568 2.9300 2.2526  0.213
C8 1.2937 0.1143 -1.6704  -1.156
P2 -0.1167 0.8008 -0.7550  0.135
C9 -1.5250 0.6021 -1.8635  0.859
C10 -2.3296 -0.5286 -1.7429  -0.333
C11 -3.4220 -0.7059 -2.5789  -0.900
C12 -3.7134 0.2527 -3.5348  -0.687
C13 -2.9106 1.3780 -3.6670  -0.852
C14 -1.8185 1.5601 -2.8357  -0.449
C15 0.2203 2.5705 -0.5487  0.614
C16 -0.8510 3.4314 -0.3377  -0.186
C17 -0.6354 4.7736 -0.0787  -0.790
C18 0.6571 5.2691 -0.0207  -0.614
C19 1.7305 4.4186 -0.2245  -0.828
C20 1.5180 3.0735 -0.4809  -0.900
P3 1.3333 -1.7526 -1.7236  0.491
C21 2.4986 -1.9925 -3.1270  0.837
C22 2.5826 -1.1232 -4.2114  -0.459
C23 3.5094 -1.3360 -5.2221  -0.668
C24 4.3551 -2.4329 -5.1695  -0.547
C25 4.2477 -3.3332 -4.1173  -0.683
C26 3.3244 -3.1201 -3.1109  -0.500
C27 2.4832 -2.0435 -0.3249  -0.121
C28 2.1548 -3.0117 0.6167  -0.514
C29 3.0245 -3.3317 1.6539  -1.005
C30 4.2466 -2.6903 1.7495  -0.446
C31 4.6048 -1.7400 0.7960  -0.948
C32 3.7332 -1.4257 -0.2265  -0.113
H19 2.2554 0.5055 -1.3265  0.504
H20 1.1077 0.5038 -2.6768  0.530
H21 -2.0848 -1.3077 -1.0262  0.061
H22 -4.0275 -1.5980 -2.4957  0.572
H23 -4.5564 0.1153 -4.1959  0.483
H24 -3.1370 2.1148 -4.4230  0.507
H25 -1.2022 2.4407 -2.9440  0.559
H26 -1.8582 3.0567 -0.3901  0.155
H27 -1.4769 5.4351 0.0733  0.551
H28 0.8282 6.3155 0.1804  0.434
H29 2.7405 4.8041 -0.1949  0.483
H30 2.3748 2.4382 -0.6399  0.509
H31 1.9194 -0.2738 -4.3052  0.211
H32 3.5670 -0.6439 -6.0491  0.421
H33 5.0812 -2.5981 -5.9512  0.402
H34 4.8860 -4.2030 -4.0788  0.420
H35 3.2503 -3.8407 -2.3069  0.374
H36 1.2310 -3.5711 0.4989  1.144
H37 2.7648 -4.1093 2.3567  0.542
H38 4.9327 -2.9463 2.5416  0.459
H39 5.5750 -1.2677 0.8436  0.463
H40 4.0471 -0.7194 -0.9883  0.491

Atoms 1-2, force components in eV/Å:
Ir -2.4 0.1 -1.8
C 0.0 0.0 0.0